(1)
Molecular formula: C26H57FN18O11S
Method: DFT, ωB97M-V/def2-TZVPD

```
114
Properties=species:S:1:pos:R:3:forces:R:3
C 2.30082 -0.25818 0.90763 -0.144 0.224 0.596
O 2.26812 -0.47900 -0.48718 0.217 0.579 0.110
C 1.55499 0.54579 -1.16496 -0.689 0.439 -0.110
C 0.01830 0.44796 -0.91371 0.485 -0.086 -0.093
C -0.54354 1.48995 0.10247 -0.434 -0.663 -0.320
C -1.55558 2.44847 -0.51139 0.029 0.125 0.308
C -1.33510 2.96524 -1.75592 0.450 -0.092 -0.391
C -2.21147 3.88134 -2.37828 1.119 -0.944 0.690
N -1.87720 4.34146 -3.62862 -1.335 0.565 0.668
C -2.76280 5.17067 -4.05512 0.320 0.236 -0.813
F -2.54816 5.69696 -5.27095 -0.092 -0.129 0.227
C -3.95312 5.59580 -3.37500 -0.606 -0.032 -0.553
S -5.07358 6.75153 -4.18334 -0.108 0.319 0.193
N -4.24240 5.17991 -2.17798 0.632 -0.251 -0.592
C -3.34570 4.28578 -1.65634 -0.844 0.341 0.243
C -3.61038 3.75003 -0.36049 0.162 -0.298 0.141
O -4.69833 4.09116 0.38311 -0.157 0.144 -0.457
C -5.93842 3.62371 -0.18040 -0.434 -0.005 0.317
C -6.05250 2.08947 -0.30624 -1.410 -0.011 -0.298
C -6.68090 1.50501 0.99261 1.293 0.354 -0.287
C -6.90118 1.76618 -1.60666 0.522 -0.837 0.025
C -6.01925 0.88245 -2.54787 -0.296 1.242 0.327
C -8.26919 1.10036 -1.30654 0.509 0.969 -0.613
C -2.72853 2.85497 0.19250 0.635 0.022 0.141
O -2.98421 2.36896 1.45426 0.117 -0.021 -0.149
H 1.49345 -0.79280 1.44321 0.271 -0.020 -0.264
H 3.27362 -0.56476 1.30958 -0.269 -0.137 -0.173
H 2.17212 0.80660 1.17804 0.118 -0.226 -0.312
H 1.88867 1.55011 -0.82765 0.108 -0.391 0.033
H 1.78311 0.49654 -2.23742 -0.033 -0.446 0.373
H -0.16102 -0.57166 -0.54047 -0.022 0.288 -0.123
H -0.48785 0.50975 -1.88586 -0.005 0.052 0.326
H -1.03737 0.93600 0.91394 0.199 0.387 -0.078
H 0.30724 2.04460 0.52283 -0.363 0.045 0.051
H -0.43207 2.66269 -2.28782 -0.305 0.190 -0.068
H -5.73211 5.99093 -5.09568 0.573 -0.201 0.399
H -6.72420 3.94742 0.52322 0.405 0.040 -0.092
H -6.15349 4.16167 -1.11383 0.372 -0.325 0.099
H -5.09500 1.57025 -0.43475 0.027 0.560 0.057
H -5.97527 1.76250 1.80105 -0.399 -0.075 -0.071
H -6.69807 0.40995 0.92697 -0.368 0.262 0.128
H -7.65814 1.95115 1.20163 0.142 -0.327 0.032
H -7.11820 2.67427 -2.19378 0.157 -0.006 0.506
H -6.36132 1.00964 -3.57767 -0.025 -0.628 0.222
H -4.99507 1.29486 -2.52258 -0.210 -0.351 0.035
H -6.02496 -0.16010 -2.20820 0.080 0.155 -0.340
H -8.85297 1.13038 -2.23942 0.124 -0.480 0.272
H -8.11753 0.08074 -0.93790 -0.367 0.200 -0.052
H -8.81757 1.73533 -0.59728 0.024 -0.477 0.006
H -2.39205 2.81645 2.07623 0.005 -0.084 0.194
N 3.45827 -1.94391 -5.33211 -0.084 -0.138 -0.084
C 3.21169 -0.77851 -4.66225 0.060 -0.003 0.041
N 4.30748 0.00865 -4.45066 0.009 0.164 -0.004
O 2.09736 -0.46674 -4.28169 -0.006 0.004 -0.081
H 4.36596 -2.22055 -5.65310 0.007 0.029 0.029
H 2.67529 -2.54691 -5.50372 0.014 0.020 0.025
H 4.16342 0.87144 -3.95976 0.011 -0.042 0.024
H 5.23183 -0.23038 -4.75375 -0.014 -0.042 0.029
N 4.47655 -2.92716 0.83799 -0.403 -0.468 0.232
C 4.45411 -4.08929 1.52541 -0.139 0.418 -0.011
N 5.34182 -4.15941 2.56886 0.065 -0.259 0.157
O 3.70387 -5.02073 1.24865 0.079 -0.286 0.141
H 5.09020 -2.16169 1.05123 0.138 -0.020 -0.330
H 3.83764 -2.83623 0.06667 0.067 0.139 -0.020
H 5.35412 -5.00657 3.10570 -0.035 0.052 0.028
H 5.96646 -3.41555 2.81668 -0.024 0.028 -0.063
N 7.53609 -2.58067 -1.54860 -0.476 1.100 -0.139
C 7.30918 -1.48688 -0.78677 0.070 -0.112 -0.343
N 8.40388 -0.69471 -0.56228 -0.013 0.200 0.189
O 6.20375 -1.21502 -0.32740 0.299 0.328 0.070
H 8.42904 -2.81831 -1.93039 0.015 -0.189 0.149
H 6.75692 -3.18164 -1.73436 0.120 -0.163 0.102
H 8.26914 0.12579 -0.00153 0.001 -0.019 -0.023
H 9.31640 -0.89263 -0.92523 -0.027 -0.050 -0.015
N -8.32536 0.11224 -6.74324 -0.106 0.118 0.030
C -7.32665 -0.65057 -6.20319 0.012 -0.039 -0.014
N -6.69024 -1.47696 -7.08647 0.106 -0.110 -0.021
O -7.02691 -0.59712 -5.02448 -0.116 -0.094 -0.203
H -8.58772 0.08384 -7.70969 0.027 -0.020 0.006
H -8.81434 0.73066 -6.12313 0.014 -0.027 -0.006
H -5.95154 -2.05093 -6.72416 -0.017 0.027 0.005
H -6.92073 -1.53623 -8.05960 -0.017 0.025 0.015
N 0.26427 2.08568 5.28464 0.124 0.112 0.048
C -0.91521 2.70695 4.98801 -0.088 -0.216 0.001
N -1.93239 2.46422 5.86376 -0.129 0.120 0.041
O -1.04822 3.42762 4.01189 -0.053 -0.014 -0.174
H 0.39783 1.48884 6.08122 0.040 -0.040 -0.041
H 1.03481 2.24266 4.66011 0.001 -0.042 0.028
H -2.81403 2.90566 5.67547 0.018 -0.022 -0.009
H -1.84438 1.87582 6.67058 0.026 -0.025 -0.033
N 9.53727 -6.38918 -0.14318 0.176 0.077 -0.076
C 8.35611 -5.74055 -0.37336 -0.027 -0.184 0.075
N 7.35295 -6.04286 0.49410 -0.139 0.124 -0.094
O 8.21310 -4.94742 -1.29207 0.249 -0.755 -0.002
H 9.67683 -7.04291 0.60316 -0.037 0.012 0.003
H 10.29835 -6.19030 -0.76522 -0.023 -0.029 0.008
H 6.46817 -5.58610 0.35644 -0.029 -0.051 0.063
H 7.45074 -6.69038 1.25210 0.012 -0.010 -0.020
N 1.73061 4.24482 7.24579 -0.162 0.000 0.007
C 2.82456 3.62370 7.77037 -0.039 0.039 -0.010
N 3.76351 4.45587 8.31111 0.170 -0.045 0.079
O 2.95379 2.40973 7.75634 -0.025 -0.005 -0.025
H 1.59707 5.23802 7.24242 0.042 -0.006 0.013
H 1.02523 3.65402 6.84135 0.035 0.082 -0.103
H 4.58100 4.02869 8.70530 -0.025 0.004 -0.013
H 3.67672 5.45373 8.33247 -0.036 -0.014 -0.020
N 1.07163 -6.40737 4.64179 -0.059 0.139 0.162
C 1.33891 -7.69135 4.25261 0.011 -0.027 -0.059
N 2.10781 -7.79787 3.13152 0.204 0.036 -0.175
O 0.92160 -8.66138 4.86185 0.002 0.036 0.026
H 1.40506 -5.59765 4.15317 0.007 -0.053 -0.065
H 0.50840 -6.28599 5.46237 0.005 -0.027 -0.027
H 2.32591 -8.72281 2.81202 -0.048 0.011 0.021
H 2.46041 -7.00774 2.61621 -0.026 0.009 -0.017
```
Forces are in eV/Å.

The value obtained for the total energy is -90790.6778 eV. Its energy above the lowest of the compared OMol25 structures with the same formula, charge and spin is 0.00 kJ/mol. The SMILES is COCCCc1cc2nc(F)c(S)nc2c(OC[C@@H](C)C(C)C)c1O.NC(N)=O.NC(N)=O.NC(N)=O.NC(N)=O.NC(N)=O.NC(N)=O.NC(N)=O.NC(N)=O. Its HOMO-LUMO gap is 8.2 eV. As for the charge: 0.



(2)
Molecular formula: C26H58NO12PS
Method: DFT, ωB97M-V/def2-TZVPD

```
99
Properties=species:S:1:pos:R:3:forces:R:3
C -1.57049 2.46149 -5.54155 -0.013 -0.028 -0.023
C -2.96089 2.66135 -6.10370 -0.019 -0.022 -0.029
O -3.76194 1.47292 -6.00724 -0.025 0.135 0.070
C -4.43075 1.15654 -4.88415 0.032 -0.108 -0.052
C -4.23252 1.95634 -3.62137 -0.064 -0.023 -0.002
O -5.14566 0.18658 -4.90900 0.011 -0.061 0.114
H -1.59473 2.25969 -4.47084 0.005 0.003 -0.005
H -0.97540 3.36110 -5.70276 0.007 0.001 -0.006
H -1.07960 1.62780 -6.04296 0.010 -0.002 0.021
H -3.47197 3.50080 -5.63218 -0.011 -0.002 -0.023
H -2.92350 2.85911 -7.17335 0.042 0.023 0.011
H -3.44599 1.47197 -3.04085 -0.004 0.009 0.050
H -5.15519 1.89669 -3.05049 0.032 0.011 0.054
H -3.95159 2.99776 -3.74310 -0.019 -0.002 -0.100
C -1.35135 -3.92240 3.37097 0.001 0.061 -0.049
C -1.81517 -2.85623 4.33655 0.040 0.034 0.011
O -2.37598 -1.71738 3.65990 -0.112 -0.009 0.078
C -3.65158 -1.67568 3.23301 0.159 -0.020 -0.041
C -4.51719 -2.91025 3.33151 0.028 0.065 -0.049
O -4.04911 -0.65514 2.73601 -0.088 -0.073 -0.014
H -2.18074 -4.37738 2.82847 -0.025 0.005 0.053
H -0.82954 -4.70961 3.91615 0.021 -0.001 -0.015
H -0.66491 -3.48802 2.64541 0.042 -0.086 -0.029
H -2.51147 -3.23901 5.08370 -0.027 0.030 -0.014
H -0.96874 -2.43048 4.87466 0.022 -0.076 0.010
H -4.40601 -3.46722 2.39921 -0.003 -0.005 0.005
H -5.54999 -2.58349 3.40993 -0.007 -0.015 0.010
H -4.26770 -3.57734 4.15061 -0.018 0.017 0.028
C 2.57032 -0.80862 5.09366 0.006 -0.048 0.047
C 3.29429 -0.99941 3.78188 0.028 0.028 -0.030
O 2.73991 -2.06442 2.98790 -0.064 0.136 -0.082
C 1.67440 -1.87447 2.18530 -0.020 -0.036 0.120
C 0.90172 -0.57542 2.24525 0.040 -0.084 -0.031
O 1.33016 -2.78481 1.47658 -0.037 0.032 -0.018
H 1.53797 -0.49311 4.93987 0.005 0.000 -0.002
H 3.06941 -0.02336 5.66014 -0.045 -0.035 0.022
H 2.57322 -1.73276 5.67282 -0.004 -0.009 -0.015
H 3.32552 -0.07287 3.20919 0.034 -0.006 0.004
H 4.32390 -1.31320 3.94646 -0.007 0.018 0.045
H 0.09036 -0.69622 2.96639 -0.006 -0.004 -0.011
H 0.44844 -0.41829 1.27061 -0.004 0.019 0.002
H 1.48429 0.29349 2.53551 0.007 0.003 -0.017
C 7.68075 1.99622 3.97484 -0.031 -0.085 0.008
C 6.53474 2.85099 3.48630 0.020 -0.033 0.009
O 5.25687 2.34536 3.91404 -0.019 0.151 0.117
C 4.73787 2.64493 5.12475 0.064 -0.115 -0.172
C 5.57978 3.36859 6.14944 -0.052 -0.061 -0.019
O 3.62036 2.27123 5.36375 0.004 0.054 0.062
H 7.74104 1.99846 5.06325 0.015 0.009 -0.009
H 8.62287 2.38373 3.59018 -0.008 0.011 -0.012
H 7.54816 0.96774 3.63775 0.019 -0.001 0.006
H 6.65034 3.88878 3.79498 0.013 -0.001 -0.024
H 6.47127 2.83302 2.39908 0.026 -0.009 0.004
H 6.08296 2.61220 6.75410 -0.003 0.003 0.002
H 4.90555 3.92072 6.79758 0.013 0.016 0.003
H 6.34158 4.02521 5.74079 -0.014 0.030 -0.004
C -4.44353 -4.18973 -6.33589 -0.018 -0.024 -0.057
C -5.86198 -4.64424 -6.07594 -0.015 0.086 0.053
O -6.41563 -5.40487 -7.16147 0.025 -0.110 0.072
C -6.20889 -6.73218 -7.29352 0.030 0.121 -0.024
C -5.22387 -7.43055 -6.38065 -0.029 0.016 -0.092
O -6.78414 -7.31641 -8.17030 0.018 -0.039 0.020
H -3.75757 -5.03333 -6.42327 0.005 0.021 0.018
H -4.12042 -3.55636 -5.50932 0.003 -0.006 0.004
H -4.39983 -3.60873 -7.25701 0.021 -0.009 -0.001
H -5.94393 -5.19823 -5.14080 -0.019 0.019 0.010
H -6.51911 -3.78071 -5.99487 0.006 -0.005 -0.009
H -4.24864 -7.40991 -6.86967 0.000 0.000 0.005
H -5.53507 -8.46757 -6.29582 0.009 -0.002 0.016
H -5.11547 -6.98558 -5.39675 -0.026 -0.017 0.021
C 9.88477 7.70511 0.58342 0.023 -0.021 0.006
C 9.28196 6.31883 0.53183 0.009 -0.036 0.023
O 9.58875 5.54692 1.70394 -0.147 0.001 0.042
C 8.87313 5.63287 2.84388 0.171 0.043 -0.109
C 7.79815 6.68725 2.97522 0.076 -0.015 0.052
O 9.15366 4.88662 3.74372 -0.140 0.039 0.040
H 9.46083 8.30052 1.39185 0.002 0.000 -0.008
H 9.69276 8.22486 -0.35590 0.007 0.001 -0.003
H 10.96265 7.63980 0.72790 -0.004 0.019 0.011
H 8.20428 6.34893 0.36891 0.003 -0.017 -0.011
H 9.71761 5.73610 -0.27758 -0.001 0.047 -0.025
H 8.26255 7.57807 3.40163 -0.009 0.004 -0.009
H 7.05773 6.33002 3.68547 -0.004 0.000 -0.007
H 7.31700 6.96987 2.04440 -0.025 -0.025 -0.004
C -7.11889 -3.02857 -2.98808 -0.125 -0.121 0.083
N -5.72963 -2.61947 -3.07914 0.048 0.018 -0.245
C -5.00795 -2.61384 -1.81973 0.076 -0.043 0.158
P -4.82863 -0.88176 -1.07810 -0.316 -0.226 -0.110
S -4.63651 1.24932 -0.20943 -0.026 0.228 -0.141
H -7.59454 -2.94303 -3.96711 0.046 0.015 0.065
H -7.73336 -2.46307 -2.26778 0.119 0.020 -0.035
H -7.15829 -4.08237 -2.68967 -0.045 0.093 -0.039
H -5.64594 -1.73256 -3.56674 0.024 0.003 -0.058
H -3.99376 -3.02436 -1.94915 -0.115 -0.015 0.063
H -5.52846 -3.26436 -1.10456 0.056 0.083 -0.051
H -6.06694 -0.49712 -1.62158 -0.027 0.078 -0.011
H -3.70035 -0.59800 -1.84535 0.129 0.049 -0.122
H -4.68696 -1.33012 0.24070 0.151 -0.035 0.182
H -4.54593 0.87770 1.06736 0.036 -0.081 0.158
```
Forces are in eV/Å.

The value obtained for the total energy is -74085.1650 eV. The SMILES is CCOC(C)=O.CCOC(C)=O.CCOC(C)=O.CCOC(C)=O.CCOC(C)=O.CCOC(C)=O.CNC[PH3]S. Its HOMO-LUMO gap is 8.2 eV. As for the charge: 0.